Record 1
{"formula": "C25H27N5OPt", "method": "ωB97M-V with the def2-TZVPD basis set", "species": ["Pt", "C", "C", "C", "C", "C", "C", "C", "N", "N", "C", "C", "C", "C", "C", "C", "N", "C", "C", "C", "C", "C", "C", "N", "H", "H", "H", "H", "H", "H", "H", "H", "H", "H", "H", "H", "H", "H", "H", "H", "H", "H", "H", "H", "O", "C", "C", "C", "C", "C", "C", "N", "H", "H", "H", "H", "H", "H", "H"], "xyz": [[0.11537, -0.07176, 0.23763], [1.70444, 2.29741, -0.68581], [1.34082, 2.09394, -2.12504], [0.01052, 1.46578, -2.41665], [-0.59008, 1.77022, -3.63185], [-1.62784, 1.00423, -4.12979], [-2.01692, -0.11986, -3.40922], [-1.44204, -0.34860, -2.18488], [-0.50386, 0.47435, -1.64882], [1.84829, 1.02933, 0.11448], [2.96810, 0.15260, -0.37578], [2.46806, -1.13886, -0.98252], [3.31781, -1.98344, -1.66902], [2.84490, -3.21064, -2.11966], [1.52642, -3.57123, -1.86251], [0.71546, -2.68486, -1.18804], [1.17856, -1.49275, -0.76626], [2.03248, 1.48710, 1.54246], [0.72148, 2.04737, 2.03790], [0.64039, 3.06196, 2.96216], [-0.61597, 3.52915, 3.34994], [-1.75005, 2.97591, 2.77649], [-1.60831, 1.96308, 1.84596], [-0.39997, 1.49823, 1.49459], [0.95387, 2.91083, -0.19092], [2.66204, 2.81810, -0.61146], [2.09089, 1.48929, -2.64911], [1.38004, 3.07120, -2.60814], [-0.19125, 2.59608, -4.20718], [-2.08880, 1.24639, -5.07982], [-2.75993, -0.81175, -3.78310], [-1.73581, -1.20780, -1.60661], [3.61605, -0.08217, 0.47204], [3.57974, 0.70710, -1.08800], [4.34590, -1.68926, -1.84286], [3.50171, -3.88087, -2.66114], [1.12896, -4.52493, -2.18339], [-0.31928, -2.91601, -0.97162], [2.83128, 2.22895, 1.58699], [2.35332, 0.63999, 2.14588], [1.54390, 3.49468, 3.37369], [-0.69930, 4.32789, 4.07702], [-2.74156, 3.32247, 3.03568], [-2.47098, 1.51970, 1.37102], [0.68434, -1.12587, 1.99523], [-0.21040, -2.15459, 2.51514], [-1.53642, -1.97706, 1.85117], [-2.63279, -2.67451, 2.32982], [-3.88829, -2.41731, 1.80641], [-4.01746, -1.42201, 0.84104], [-2.88848, -0.78182, 0.39002], [-1.64589, -1.08631, 0.84279], [1.56913, -1.22176, 2.37341], [-0.31345, -1.99773, 3.58987], [0.22646, -3.13790, 2.33172], [-2.49944, -3.39561, 3.12746], [-4.75631, -2.95563, 2.16740], [-4.98380, -1.14291, 0.44232], [-2.96604, 0.00247, -0.34852]], "atomic_forces_ev_per_a": [[0.241, -0.389, 0.331], [0.036, 0.021, -0.025], [-0.008, -0.017, -0.012], [0.043, -0.047, -0.027], [-0.034, -0.030, -0.007], [0.008, 0.023, -0.009], [0.016, -0.007, 0.038], [-0.106, 0.034, -0.056], [0.050, 0.056, 0.205], [-0.167, 0.134, 0.022], [-0.002, -0.057, 0.030], [0.026, 0.015, -0.016], [-0.008, -0.011, -0.009], [0.009, 0.009, -0.004], [-0.005, 0.026, 0.014], [0.000, -0.036, -0.062], [-0.136, 0.000, -0.013], [-0.075, -0.090, 0.046], [-0.008, 0.010, -0.034], [-0.025, 0.008, 0.019], [0.030, -0.002, -0.002], [-0.003, -0.026, -0.029], [-0.054, 0.026, 0.002], [0.042, -0.018, -0.212], [0.023, 0.021, 0.030], [0.011, -0.019, -0.023], [0.008, 0.018, 0.009], [-0.009, 0.003, 0.005], [0.004, -0.005, -0.005], [0.005, 0.000, -0.002], [-0.006, 0.007, -0.001], [0.037, 0.013, -0.035], [0.008, 0.020, -0.002], [-0.009, -0.011, -0.007], [0.002, -0.006, 0.000], [0.003, -0.001, 0.006], [-0.003, 0.002, -0.003], [0.002, 0.006, 0.000], [-0.015, 0.022, -0.024], [0.073, 0.032, 0.020], [-0.003, 0.003, 0.005], [0.002, -0.005, 0.005], [0.004, 0.010, 0.001], [0.017, -0.007, 0.010], [-0.045, 0.339, 0.121], [0.042, -0.097, -0.045], [-0.035, -0.045, 0.025], [-0.002, 0.047, -0.007], [-0.017, -0.012, 0.002], [0.022, 0.000, 0.000], [-0.021, -0.031, 0.033], [-0.041, 0.125, -0.187], [0.041, -0.037, -0.075], [0.038, -0.028, -0.006], [-0.003, 0.010, -0.047], [0.000, 0.003, 0.003], [0.002, 0.000, 0.002], [-0.002, 0.001, 0.003], [-0.002, -0.011, -0.002]], "charge": 4, "orbital_gap_ev": 7.75, "e_tot_ev": -39067.3823, "e_homo_ev": -21.8}

=====

Record 2
{"formula": "C25H28F5N4O", "method": "ωB97M-V with the def2-TZVPD basis set", "species": ["C", "N", "C", "N", "C", "H", "H", "H", "H", "H", "H", "H", "H", "C", "N", "C", "O", "C", "C", "C", "C", "F", "C", "F", "C", "F", "C", "F", "C", "F", "N", "C", "C", "C", "C", "C", "C", "C", "C", "C", "C", "C", "C", "H", "H", "H", "H", "H", "H", "H", "H", "H", "H", "H", "H", "H", "H", "H", "H", "H", "H", "H", "H"], "xyz": [[-2.62643, 0.34919, -4.18366], [-3.45199, 0.64034, -3.03091], [-3.20932, -0.11218, -1.80811], [-4.53964, 1.37749, -3.09192], [-5.05865, 1.83161, -4.19164], [-2.43747, -0.73460, -4.21556], [-3.10778, 0.68406, -5.10555], [-1.64526, 0.84794, -4.10203], [-2.87143, -1.12303, -2.07999], [-2.42590, 0.35822, -1.19173], [-4.13187, -0.16064, -1.21635], [-5.76197, 2.66228, -4.09298], [-4.90958, 1.37815, -5.19125], [3.68751, -1.21478, 3.41911], [2.74436, -1.19338, 2.32363], [2.41423, -2.31056, 1.61237], [2.93717, -3.41608, 1.71111], [1.29895, -1.91342, 0.63434], [-0.04236, -2.52969, 1.01084], [0.03034, -4.02154, 0.95870], [0.14654, -4.79383, 2.11376], [0.17099, -4.17255, 3.32214], [0.30845, -6.17359, 2.06450], [0.46390, -6.88812, 3.19841], [0.33455, -6.81594, 0.82480], [0.50489, -8.14829, 0.75914], [0.20582, -6.06851, -0.34636], [0.25494, -6.68285, -1.54660], [0.05370, -4.68932, -0.26270], [-0.00113, -3.96114, -1.41532], [1.34273, -0.45141, 0.71585], [0.58516, 0.31720, -0.08565], [0.47214, 1.69782, 0.03653], [-0.27372, 2.48910, -0.82647], [-0.33526, 3.91984, -0.76112], [-1.15902, 4.62897, -1.67880], [-1.22833, 6.01678, -1.64895], [-0.49083, 6.74440, -0.69856], [0.32516, 6.06447, 0.21711], [0.41326, 4.67507, 0.18937], [2.15465, 0.04869, 1.83788], [1.31383, 0.68726, 2.95346], [3.27188, 1.01301, 1.40912], [3.95296, -2.24893, 3.65170], [4.59714, -0.65542, 3.16461], [3.23745, -0.74081, 4.30025], [1.56952, -2.25889, -0.37686], [-0.30978, -2.22189, 2.03013], [-0.80580, -2.16986, 0.30881], [0.04675, -0.20653, -0.88474], [0.99649, 2.19329, 0.85396], [-0.82980, 2.00098, -1.63346], [-1.73503, 4.04758, -2.40461], [-1.85895, 6.54021, -2.36754], [-0.54793, 7.83397, -0.67143], [0.90038, 6.61604, 0.95903], [1.06119, 4.16105, 0.90185], [0.61122, -0.05310, 3.36094], [1.98894, 1.02859, 3.74973], [0.74526, 1.54353, 2.58462], [3.95603, 0.50611, 0.71470], [2.87097, 1.89952, 0.91467], [3.82577, 1.32811, 2.30370]], "atomic_forces_ev_per_a": [[0.185, -0.452, 0.071], [0.570, -1.188, -0.272], [-0.090, 0.315, -0.277], [-1.180, 2.020, -0.414], [0.284, -0.716, 0.524], [-0.069, 0.264, -0.347], [0.264, -0.242, 0.253], [-0.184, -0.033, -0.031], [-0.198, 0.153, 0.202], [-0.072, -0.069, 0.015], [0.322, -0.014, -0.219], [-0.141, -0.714, 0.042], [0.380, 0.663, 0.493], [0.271, 0.343, 0.259], [-0.278, -0.552, -0.404], [0.936, -0.845, 0.004], [-1.020, 1.418, -0.045], [1.008, -0.476, -0.354], [-0.383, 0.307, 0.396], [-0.067, -0.606, -0.102], [0.185, 0.188, 0.266], [-0.053, -0.441, -0.789], [0.051, -0.324, 0.393], [-0.156, 0.552, -0.880], [0.072, -0.354, 0.041], [-0.152, 1.020, 0.043], [0.037, -0.283, -0.456], [-0.059, 0.447, 0.854], [0.197, -0.010, -0.179], [-0.065, -0.416, 0.721], [-1.721, 1.078, -1.392], [0.931, -1.308, 0.833], [-0.383, 1.435, -0.230], [0.611, -0.845, 0.366], [-0.069, 1.096, 0.107], [0.307, -0.380, 0.303], [0.129, 0.126, 0.176], [-0.098, -0.553, -0.177], [0.002, -0.356, -0.037], [-0.374, -0.006, -0.365], [0.548, 0.231, 1.014], [-0.254, -0.199, -0.016], [0.059, -0.234, -0.329], [-0.144, 0.195, -0.157], [-0.115, -0.241, 0.043], [0.120, -0.231, -0.103], [0.029, 0.259, 0.296], [-0.069, 0.015, -0.279], [0.071, -0.033, 0.201], [0.178, 0.089, 0.320], [-0.310, -0.251, -0.535], [0.087, 0.140, 0.189], [0.126, 0.294, 0.186], [0.170, -0.140, 0.223], [-0.002, -0.356, -0.033], [-0.151, -0.083, -0.213], [-0.183, 0.293, -0.198], [0.177, 0.241, -0.049], [-0.301, -0.094, -0.215], [0.092, -0.132, 0.280], [-0.132, 0.172, 0.192], [0.225, -0.096, 0.132], [-0.150, -0.077, -0.339]], "charge": 1, "orbital_gap_ev": 5.03, "e_tot_ev": -47965.5220, "e_homo_ev": -10.1}